# 1
C26H53BBrFO15 | ωB97M-V/def2-TZVPD

The geometry in XYZ format:
```
97
Properties=species:S:1:pos:R:3:lowdin_charge:R:1
C -1.1421 6.0511 -5.1094 -0.130
C -2.5387 5.2408 -4.8283 -0.195
C -3.2129 5.5000 -3.3572 -0.234
F -2.4425 6.3892 -2.4579 -0.119
B -3.6349 4.0905 -2.5661 -0.045
C -2.5703 3.0078 -1.9353 -0.223
C -1.7105 2.1519 -3.0376 -0.658
C -0.1484 2.6567 -2.9375 -0.154
Br -1.7349 0.2060 -2.4345 0.667
H -1.1909 6.4197 -6.2435 0.085
H -0.2119 5.3064 -5.0739 0.074
H -0.9843 7.0160 -4.4667 0.083
H -3.3122 5.5829 -5.6684 0.122
H -2.3209 4.1010 -5.0571 0.099
H -4.2496 6.0563 -3.5603 0.141
H -4.7988 3.8484 -2.4128 0.069
H -3.2018 2.2090 -1.3121 0.087
H -1.8414 3.5005 -1.1288 0.120
H -2.1554 2.1401 -4.1198 0.091
H -0.1011 3.7048 -3.4793 0.071
H 0.6312 1.9158 -3.4002 0.083
H 0.1363 2.8740 -1.8003 0.097
C -0.0374 5.2239 1.8373 -0.065
C 1.3249 5.7007 1.3658 -0.217
O 2.3513 5.2760 2.2700 0.025
C 2.7572 3.9883 2.1349 -0.545
O 2.3361 3.1842 1.3184 0.100
O 3.6989 3.7421 3.0793 -0.002
C 4.1592 2.3928 3.0976 -0.038
H -0.2157 5.5299 2.8733 0.084
H -0.8310 5.6306 1.2046 0.070
H -0.1036 4.1316 1.8133 0.077
H 1.3428 6.7959 1.3566 0.125
H 1.5394 5.3669 0.3438 0.122
H 4.4943 2.0726 2.1058 0.066
H 3.3670 1.7351 3.4688 0.105
H 5.0091 2.3326 3.7828 0.099
C -8.0729 4.2165 3.5165 -0.070
C -8.1549 4.0300 2.0118 -0.221
O -7.4671 5.0865 1.3320 0.022
C -6.1170 4.9651 1.2716 -0.547
O -5.4572 4.0457 1.7299 0.108
O -5.6242 6.0543 0.6312 -0.003
C -4.2003 6.0904 0.5657 -0.046
H -8.4195 5.2153 3.8006 0.082
H -8.6803 3.4686 4.0335 0.080
H -7.0409 4.1262 3.8699 0.076
H -9.2029 4.0788 1.6967 0.123
H -7.7717 3.0502 1.7036 0.125
H -3.7971 5.1632 0.1459 0.081
H -3.7872 6.2751 1.5622 0.101
H -3.9108 6.9174 -0.0882 0.096
C -1.3156 -7.1185 -0.7988 -0.067
C 0.0899 -7.0013 -1.3614 -0.216
O 0.1526 -5.9751 -2.3586 0.023
C 0.2365 -4.7046 -1.8896 -0.548
O 0.2720 -4.3733 -0.7150 0.102
O 0.2531 -3.8631 -2.9530 -0.005
C 0.2629 -2.4826 -2.5967 -0.101
H -2.0441 -7.2499 -1.6054 0.081
H -1.3888 -7.9658 -0.1117 0.079
H -1.6014 -6.2108 -0.2580 0.075
H 0.3627 -7.9407 -1.8546 0.124
H 0.8293 -6.8264 -0.5711 0.118
H 1.0735 -2.2577 -1.8961 0.100
H -0.7053 -2.2021 -2.1702 0.013
H 0.4235 -1.8977 -3.5063 0.084
C 5.6080 -3.8133 -0.8971 -0.069
C 6.6143 -2.9331 -1.6168 -0.220
O 6.0319 -1.6687 -1.9538 0.022
C 5.9659 -0.7645 -0.9442 -0.548
O 6.3621 -0.9333 0.1983 0.106
O 5.3637 0.3540 -1.4189 -0.004
C 5.1612 1.3636 -0.4326 -0.058
H 4.6854 -3.9003 -1.4801 0.080
H 6.0178 -4.8128 -0.7284 0.080
H 5.3318 -3.3862 0.0721 0.075
H 6.9051 -3.4101 -2.5591 0.123
H 7.5294 -2.7992 -1.0282 0.124
H 6.0929 1.6023 0.0902 0.099
H 4.3920 1.0414 0.2762 0.086
H 4.8101 2.2673 -0.9381 0.099
C 0.5894 -10.3133 4.4815 -0.070
C 1.9948 -10.1962 3.9189 -0.222
O 2.0575 -9.1700 2.9217 0.019
C 2.1414 -7.8995 3.3907 -0.550
O 2.1769 -7.5682 4.5653 0.108
O 2.1580 -7.0580 2.3273 -0.014
C 2.1679 -5.6775 2.6837 -0.046
H -0.1391 -10.4447 3.6749 0.081
H 0.5161 -11.1607 5.1686 0.079
H 0.3036 -9.4057 5.0224 0.076
H 2.2677 -11.1355 3.4257 0.122
H 2.7342 -10.0213 4.7092 0.125
H 2.9784 -5.4526 3.3842 0.097
H 1.1997 -5.3970 3.1101 0.102
H 2.3284 -5.0926 1.7740 0.090
```

Structure (SMILES): CC[C@H](F)BC[C@@H](C)Br.CCOC(=O)OC.CCOC(=O)OC.CCOC(=O)OC.CCOC(=O)OC.CCOC(=O)OC

***

# 2
C26H53ClCsFNO4 | ωB97M-V/def2-TZVPD

The geometry in XYZ format:
```
87
Properties=species:S:1:pos:R:3:lowdin_charge:R:1
C 8.6420 -0.8068 2.1262 -0.111
O 7.3997 -0.3300 1.6557 -0.194
C 7.4543 0.2855 0.3855 -0.258
C 6.0849 0.8852 0.0811 -0.171
C 5.9414 1.2422 -1.4154 -0.197
C 4.9623 0.3360 -2.1890 -0.198
C 3.5434 0.9261 -2.3627 -0.193
C 2.4431 0.0751 -1.7173 -0.208
C 1.1078 0.8159 -1.5181 -0.183
C 0.5020 0.5208 -0.1444 -0.159
C -0.9169 1.0400 0.0199 -0.781
Cl -1.2616 1.0039 1.8541 0.743
O -0.9597 2.3173 -0.4404 -0.077
C -2.1521 2.9228 -0.9360 -0.149
C -3.2368 3.2607 0.0668 -0.328
C -4.4740 3.6543 -0.7619 -0.062
C -2.9105 4.3954 1.0829 -0.374
C -1.5113 4.9990 0.9630 -0.072
C -3.1630 3.9485 2.5363 -0.079
O -1.8606 0.2723 -0.6607 -0.039
C -2.0335 -1.0968 -0.3356 -0.279
C -1.7414 -1.8813 -1.6166 -0.111
C -0.2739 -2.1678 -1.9031 -0.183
C 0.3875 -3.1401 -0.9262 -0.169
C 0.1306 -4.6218 -1.2440 -0.213
N -0.6912 -5.3432 -0.2369 -0.282
C -3.4825 -1.3905 0.0918 -0.299
C -3.6432 -2.7992 0.7099 -0.093
C -3.5614 -2.9268 2.2309 -0.364
C -2.4335 -2.2010 2.9407 -0.022
F -4.7898 -2.5329 2.7647 -0.006
O -3.9643 -0.4341 0.9812 -0.172
C -5.3708 -0.2453 0.9686 -0.052
H 8.7616 -0.5108 3.1694 0.086
H 8.6793 -1.8982 2.0621 0.084
H 9.4814 -0.3981 1.5506 0.085
H 8.2224 1.0732 0.3849 0.128
H 7.7275 -0.4508 -0.3846 0.127
H 5.9498 1.7743 0.7020 0.114
H 5.3279 0.1535 0.3791 0.106
H 6.9269 1.1762 -1.8919 0.105
H 5.6355 2.2861 -1.5172 0.104
H 5.3875 0.1199 -3.1707 0.103
H 4.8818 -0.6187 -1.6591 0.102
H 3.3322 1.0527 -3.4271 0.114
H 3.5006 1.9142 -1.8898 0.107
H 2.2849 -0.8339 -2.3082 0.106
H 2.8099 -0.2607 -0.7368 0.111
H 1.2869 1.8947 -1.5721 0.120
H 0.3974 0.5643 -2.3124 0.116
H 0.5138 -0.5518 0.0755 0.101
H 1.1180 0.9980 0.6245 0.124
H -1.7923 3.8470 -1.3971 0.134
H -2.5519 2.3006 -1.7417 0.127
H -3.4928 2.3684 0.6383 0.098
H -4.7079 2.9193 -1.5364 0.075
H -4.3202 4.6267 -1.2456 0.089
H -5.3451 3.7684 -0.1082 0.085
H -3.6185 5.2107 0.8876 0.123
H -1.2991 5.3970 -0.0343 0.077
H -1.4057 5.8240 1.6702 0.084
H -0.7412 4.2542 1.1932 0.077
H -2.2339 3.6329 3.0249 0.060
H -3.8705 3.1184 2.5935 0.070
H -3.5668 4.7773 3.1218 0.077
H -1.3355 -1.3818 0.4585 0.113
H -2.3123 -2.8181 -1.6392 0.110
H -2.1354 -1.2666 -2.4337 0.140
H -0.2043 -2.6027 -2.9093 0.126
H 0.2818 -1.2295 -1.9589 0.060
H 1.4673 -2.9587 -0.9296 0.117
H 0.0587 -2.9442 0.1006 0.099
H -0.3923 -4.7119 -2.2029 0.116
H 1.0746 -5.1601 -1.3529 0.115
H -0.7193 -4.8350 0.6433 0.061
H -1.6333 -5.4998 -0.5520 -0.450
H -4.0759 -1.3506 -0.8367 0.159
H -4.6387 -3.1694 0.4306 0.126
H -2.9257 -3.5109 0.2821 0.048
H -3.4713 -4.0027 2.4594 0.125
H -2.3347 -2.5730 3.9625 0.091
H -1.4858 -2.3672 2.4198 0.077
H -2.6295 -1.1302 2.9730 0.053
H -5.5959 0.7063 0.4899 0.087
H -5.7420 -0.2379 1.9953 0.097
H -5.8784 -1.0502 0.4244 0.095
Cs -2.8186 -6.4183 -0.0198 1.550
```

Relative energy (zero: lowest compared OMol25 entry of this formula, charge and spin), kcal per mole: 0.0
Net charge: +1

***

# 3
C26H53F3NO12PS5Si2 | ωB97M-V/def2-TZVPD

The geometry in XYZ format:
```
103
Properties=species:S:1:pos:R:3:lowdin_charge:R:1
C 1.8862 -6.1965 7.9527 -0.370
P 1.1454 -5.4193 6.4620 0.736
C 1.8639 -3.7311 6.3332 -0.359
Si -1.0084 -5.1369 6.9375 0.335
C -1.9740 -6.2999 5.8461 -0.287
C -3.5057 -6.1908 5.8906 -0.121
C -4.1654 -6.8402 7.0966 -0.618
F -5.0109 -6.0119 7.7404 0.116
F -4.8927 -7.9215 6.7411 0.117
F -3.2853 -7.2719 8.0253 0.103
O -1.4936 -3.5815 6.6298 -0.408
Si -2.4349 -2.6990 7.6414 0.474
N -1.4088 -1.9184 8.8330 0.039
C -1.5983 -2.0899 10.0194 -0.442
O -1.7578 -2.2625 11.1462 0.175
H 1.1742 -6.2911 8.7808 0.016
H 2.2626 -7.1929 7.7048 0.019
H 2.7289 -5.5968 8.3126 0.029
H 2.3660 -3.4131 7.2544 0.035
H 1.0568 -3.0192 6.1245 0.011
H 2.5888 -3.6999 5.5147 0.018
H -1.2819 -5.4501 8.3704 0.004
H -1.6338 -7.3294 6.0132 0.086
H -1.6656 -6.0451 4.8220 0.084
H -3.8279 -5.1449 5.8266 0.112
H -3.9282 -6.6967 5.0157 0.127
H -3.1141 -1.6805 6.8551 -0.019
H -3.4050 -3.5539 8.3559 0.003
C -1.5890 -0.9247 2.0026 -0.215
C -2.8721 -0.2926 1.4514 -0.221
C -4.0565 -0.9991 2.1316 -0.213
S -3.4557 -1.5403 3.7381 0.645
O -3.4694 -2.9849 3.7809 -0.336
O -4.1081 -0.7784 4.7744 -0.351
C -1.7715 -0.9882 3.5159 -0.219
H -0.7046 -0.3516 1.7343 0.095
H -1.4710 -1.9331 1.5992 0.125
H -2.8900 0.7716 1.6940 0.110
H -2.9445 -0.3816 0.3697 0.105
H -4.9098 -0.3468 2.2987 0.100
H -4.3712 -1.8904 1.5917 0.102
H -1.1106 -1.6927 4.0174 0.100
H -1.6914 -0.0022 3.9731 0.114
C -1.4611 3.7060 -2.2288 -0.217
C -0.0198 3.3565 -2.6135 -0.216
C 0.6195 2.6493 -1.4093 -0.214
S -0.7233 1.8414 -0.5370 0.657
O -0.8788 2.4432 0.7664 -0.321
O -0.6166 0.4100 -0.6803 -0.326
C -2.0395 2.4439 -1.5959 -0.223
H -2.0437 4.0169 -3.0934 0.098
H -1.4680 4.5223 -1.5029 0.123
H -0.0264 2.6875 -3.4740 0.104
H 0.5482 4.2404 -2.8954 0.105
H 1.3436 1.8954 -1.7039 0.065
H 1.0765 3.3556 -0.7179 0.109
H -2.9260 2.6129 -0.9882 0.105
H -2.2317 1.6728 -2.3415 0.109
C 5.5443 0.7960 1.2460 -0.218
C 5.6692 -0.6263 0.6812 -0.211
C 4.2621 -1.0831 0.2753 -0.213
S 3.3558 0.4145 -0.1436 0.662
O 2.2851 0.5951 0.8008 -0.308
O 3.1027 0.4486 -1.5640 -0.331
C 4.6714 1.5626 0.2578 -0.226
H 6.5162 1.2716 1.3668 0.115
H 5.0596 0.7690 2.2239 0.120
H 6.3213 -0.6153 -0.1940 0.116
H 6.1049 -1.3119 1.4060 0.114
H 4.2584 -1.7355 -0.5937 0.102
H 3.7289 -1.5549 1.0980 0.106
H 4.2276 2.4691 0.6628 0.109
H 5.2054 1.7819 -0.6663 0.108
C -1.0682 5.6891 -8.3463 -0.215
C -2.1702 6.5460 -7.7047 -0.210
C -2.3872 6.0130 -6.2814 -0.215
S -0.8061 5.3120 -5.7762 0.662
O -0.9704 3.8854 -5.6115 -0.330
O -0.2329 6.1016 -4.7156 -0.319
C 0.0494 5.6001 -7.3121 -0.226
H -0.7063 6.1173 -9.2792 0.118
H -1.4571 4.6913 -8.5630 0.116
H -1.8475 7.5877 -7.6658 0.117
H -3.0963 6.5104 -8.2762 0.113
H -2.6586 6.7864 -5.5675 0.102
H -3.1188 5.2079 -6.2527 0.104
H 0.7506 4.7851 -7.4704 0.068
H 0.5900 6.5420 -7.2248 0.116
C 2.3508 0.8683 -6.6179 -0.213
C 1.4183 0.4607 -7.7674 -0.207
C 1.3794 1.6300 -8.7589 -0.212
S 2.9649 2.4715 -8.5979 0.668
O 2.7281 3.7933 -8.0670 -0.331
O 3.7461 2.3013 -9.7938 -0.318
C 3.6005 1.4438 -7.2775 -0.227
H 2.5960 0.0249 -5.9750 0.117
H 1.8707 1.6307 -6.0007 0.116
H 1.8118 -0.4295 -8.2615 0.117
H 0.4182 0.2236 -7.4090 0.115
H 1.2680 1.3171 -9.7938 0.103
H 0.6054 2.3519 -8.5038 0.093
H 4.2086 2.0614 -6.6211 0.108
H 4.2118 0.6685 -7.7385 0.108
```

Relative energy (zero: lowest compared OMol25 entry of this formula, charge and spin), kcal per mole: 0.0

***

# 4
C26H54N5O6P2 | ωB97M-V/def2-TZVPD

The geometry in XYZ format:
```
93
Properties=species:S:1:pos:R:3:lowdin_charge:R:1
C -4.6738 1.2491 -1.2927 -0.106
C -3.5631 2.3218 -0.7876 -0.201
C -2.2136 2.2614 -1.7034 -0.092
C -1.1269 1.5430 -0.7749 -0.066
N -0.2212 2.1898 -0.0152 -0.044
N -0.2539 3.5597 -0.1451 0.090
C -0.4961 4.2394 0.9684 -0.226
C 0.6701 5.2320 1.4733 -0.028
C -1.8228 4.2324 1.8421 -0.022
C 0.6934 1.2776 0.7951 -0.255
C -0.0474 1.2066 2.2037 -0.114
C 0.4035 0.0501 3.1932 -0.120
C -0.1757 0.4496 4.6524 -0.179
O -1.5676 -0.0011 4.6204 -0.241
C -2.3446 0.6402 5.6483 -0.125
C 2.1693 1.9014 0.7113 0.006
C 3.0411 1.7196 2.0291 -0.317
O 2.7108 2.2765 3.1129 0.048
N 4.3155 0.9460 2.0798 -0.206
C 5.4311 1.7895 2.6132 -0.094
C 4.2023 -0.2124 3.0047 -0.116
C 0.5967 -0.0005 -0.2122 -0.216
P 1.5898 -1.5486 0.0973 0.682
O 1.5019 -2.5465 -1.0851 -0.354
O 3.2454 -1.0875 0.1386 -0.186
O 1.2102 -2.4223 1.4787 -0.173
C -0.9697 -0.0775 -0.6722 -0.458
N -1.9379 -0.7538 0.1963 -0.015
C -1.9913 -2.2291 0.0159 -0.262
C -3.1250 -2.7617 1.0532 -0.079
P -0.8231 -0.7146 -2.4852 1.027
C -2.5583 -1.0123 -3.2260 -0.265
C -0.0556 0.5895 -3.6138 -0.424
C 0.4001 -0.1081 -5.0101 -0.148
H -5.6951 1.7105 -1.0484 0.083
H -4.6301 0.2741 -0.7020 0.067
H -4.5807 1.0528 -2.4060 0.067
H -4.0009 3.3654 -0.7229 0.104
H -3.3069 1.9795 0.2816 0.097
H -1.8832 3.2806 -2.0720 0.122
H -2.4933 1.6481 -2.6129 0.075
H 0.9323 5.0277 2.5587 0.102
H 0.3434 6.3278 1.3510 0.101
H 1.6203 5.1249 0.8501 0.080
H -2.0526 3.2237 2.3095 0.074
H -1.6907 4.9817 2.7041 0.098
H -2.6801 4.6527 1.2123 0.101
H 0.1771 2.2047 2.7363 0.118
H -1.1781 1.2420 2.0016 0.118
H -0.2017 -0.8855 2.9057 0.112
H 1.5105 -0.1809 3.2162 0.088
H 0.3987 -0.0732 5.4834 0.137
H -0.1907 1.5743 4.8233 0.119
H -3.4442 0.6258 5.3112 0.101
H -2.0763 1.7299 5.8265 0.090
H -2.3276 0.0727 6.6487 0.105
H 2.1708 3.0295 0.4909 0.121
H 2.7621 1.4416 -0.1581 0.121
H 5.3797 2.8825 2.3165 0.100
H 6.4118 1.2934 2.2785 0.105
H 5.4190 1.6755 3.7576 0.094
H 5.1861 -0.7815 3.1169 0.113
H 3.4143 -0.9636 2.6402 0.066
H 3.8250 0.1401 4.0356 0.103
H 1.1289 0.4485 -1.1325 0.108
H 3.4889 -0.7677 -0.7637 0.092
H 1.4433 -3.3738 1.3717 0.111
H -1.7712 -0.6021 1.1979 0.092
H -2.3300 -2.5861 -1.0038 0.105
H -1.0438 -2.7917 0.2906 0.097
H -2.9768 -2.3554 2.1014 0.074
H -4.1381 -2.4231 0.6256 0.080
H -3.1195 -3.8922 0.9724 0.082
H -2.5241 -2.0920 -3.6229 0.051
H -2.8089 -0.3049 -4.0789 0.052
H -3.3240 -1.0228 -2.3836 0.028
H 0.8435 1.1410 -3.1751 0.079
H -0.7915 1.4185 -3.9317 0.073
H 0.8649 0.7161 -5.6507 0.081
H 1.1148 -0.9669 -4.8207 0.073
H -0.5420 -0.4556 -5.5569 0.077
C 0.3415 -5.7367 -5.1351 -0.012
C 0.4445 -4.7260 -4.0239 -0.554
O -0.5238 -4.0927 -3.6266 -0.006
N 1.6625 -4.5224 -3.4532 0.010
C 2.9193 -5.1638 -3.7738 -0.077
H -0.6894 -5.7845 -5.4848 0.083
H 0.9772 -5.4415 -5.9726 0.085
H 0.6296 -6.7256 -4.7723 0.086
H 1.6521 -3.8256 -2.7122 0.085
H 3.2878 -5.6654 -2.8765 0.083
H 3.6336 -4.3921 -4.0688 0.082
H 2.8184 -5.8894 -4.5780 0.074
```

Net charge: +1

***

Number 1: orbital gap 9.6524 eV. Number 2: orbital gap 7.4238 eV. Number 3: orbital gap 8.2945 eV. Number 4: orbital gap 6.4656 eV.